Record 1
Computed, not measured: C14H44N4O14 as an isolated structure at a distorted geometry, with ωB97M-V/def2-TZVPD.

The geometry in XYZ format:
```
76
C14H44N4O14 | the OMol25 dataset | ωB97M-V/def2-TZVPD
C 3.45710 1.16063 0.33698
O 4.47789 1.76069 0.37938
N 3.22780 0.08284 1.00871
N 2.37881 1.38833 -0.29799
H 3.95073 -0.43415 1.48850
H 2.22801 -0.04673 1.06985
H 2.30022 2.32909 -0.65702
H 1.55674 0.81053 -0.19576
C -1.82311 2.73995 -1.67441
O -1.06243 3.72849 -1.77018
N -3.08762 2.74713 -1.34278
N -1.31359 1.58322 -1.88578
H -3.45930 3.63910 -1.04896
H -3.55697 1.89303 -1.07758
H -0.31105 1.53241 -1.99734
H -1.75519 0.67900 -1.79931
C 1.82525 -2.88035 0.97785
C 2.69061 -4.08354 0.76719
O 1.94506 -5.24323 0.98405
O 1.58234 -2.73083 2.40383
H 0.79733 -2.90855 0.61635
H 2.17046 -1.95514 0.51642
H 3.51559 -4.27138 1.45438
H 3.15356 -4.19614 -0.21316
H 2.41463 -6.05448 0.77676
H 1.45197 -3.60593 2.77640
C -0.35640 -1.03037 2.96663
C -0.34724 -0.46322 4.41653
O 0.93916 0.16999 4.78071
O -0.49927 0.01207 2.14211
H -1.27064 -1.61945 2.89419
H 0.48973 -1.63839 2.64648
H -0.67565 -1.24306 5.10362
H -1.13985 0.28307 4.47064
H 1.05668 1.09412 4.54880
H -0.34943 0.82976 2.62226
C 1.72464 2.42084 3.61749
C 1.65269 1.58933 2.38286
O 0.36534 1.66852 1.72581
O 0.60880 2.20386 4.45702
H 1.86009 3.47827 3.39032
H 2.63161 2.20023 4.18037
H 1.57208 0.51466 2.54629
H 2.38031 1.76517 1.59055
H 0.39369 2.05186 0.84611
H -0.19802 2.41612 3.98207
C -0.76265 -0.18032 -3.73093
C -0.77946 0.96923 -4.79622
O 0.26665 0.62110 -5.69785
O 0.45119 -0.72402 -3.20740
H -1.17643 -1.03230 -4.27040
H -1.48009 -0.00485 -2.92931
H -0.33931 1.89086 -4.41550
H -1.78244 0.97987 -5.22286
H 0.74052 -0.08767 -5.25660
H 0.36130 -0.91602 -2.27111
C -3.57026 -0.15634 -1.46453
C -3.51261 0.48882 -2.84990
O -3.90670 -0.44825 -3.83589
O -2.35591 -0.70514 -1.16496
H -4.30047 -0.96548 -1.45066
H -3.87547 0.54101 -0.68437
H -2.66700 1.10477 -3.15591
H -4.35351 1.17193 -2.96969
H -3.66403 -0.15979 -4.71879
H -2.52385 -1.38372 -0.50699
C -0.37785 -0.27617 -0.78731
C 0.46869 -0.93903 0.35394
O 1.25743 0.00472 1.03140
O -0.81218 -1.06324 -1.87084
H 0.29536 0.40964 -1.30162
H -1.09245 0.41324 -0.33768
H 1.17606 -1.51043 -0.24708
H -0.19935 -1.49028 1.01572
H 0.68023 0.30169 1.73868
H -1.75855 -1.22120 -1.90259
```

Values from the calculation:
2S+1: 1

---

Record 2
Computed, not measured: C24H43MgO5P2SbSi3 as an isolated structure, with ωB97M-V/def2-TZVPD.

The geometry in XYZ format:
```
79
C24H43MgO5P2SbSi3 | the OMol25 dataset | ωB97M-V/def2-TZVPD
Mg -0.19660 0.31304 -0.13477
C 0.56643 0.37168 4.14565
P 0.09038 -0.34047 2.52734
C -1.43789 -1.26006 2.93532
C 1.33922 -1.67847 2.35224
C 1.34776 -2.74039 3.25671
C 2.28160 -3.75692 3.16136
C 3.23605 -3.72360 2.15381
C 3.23955 -2.67809 1.24786
C 2.29797 -1.65116 1.32714
P 2.31305 -0.31899 0.06574
C 3.88651 0.54027 0.39892
C 2.63518 -1.20438 -1.49864
H 0.57764 -0.40415 4.91268
H -0.14133 1.14995 4.43516
H 1.55855 0.81881 4.07857
H -1.37765 -1.76721 3.89941
H -1.62368 -1.97675 2.13508
H -2.27611 -0.56142 2.96016
H 0.60415 -2.78214 4.04355
H 2.26254 -4.57764 3.86672
H 3.96857 -4.51583 2.06954
H 3.98062 -2.67089 0.45739
H 4.70767 -0.17705 0.42952
H 3.83383 1.06330 1.35345
H 4.07564 1.27209 -0.38680
H 3.61436 -1.68336 -1.52404
H 2.55496 -0.49293 -2.32100
H 1.85772 -1.95738 -1.63842
O -2.47763 -3.15058 -4.41218
C -2.00075 -2.46032 -3.55616
C -1.93500 -2.77761 -2.05596
O -2.39249 -3.75447 -1.50975
C -1.26226 -1.62418 -1.45143
C -0.91481 -0.67323 -2.41361
O -0.32442 0.44178 -2.08872
C -1.31862 -1.10143 -3.75680
O -1.21052 -0.49590 -4.79847
O -1.00238 -1.43657 -0.18221
C -0.20875 4.30635 2.68958
Si -1.96266 3.93263 2.16212
C -2.78298 2.84164 3.43680
C -2.93899 5.50881 1.98945
Sb -1.74485 2.54996 0.04595
Si -1.01431 4.15035 -1.81072
C 0.83816 4.25426 -1.61536
C -1.78042 5.83399 -1.58450
C -1.45704 3.41466 -3.45052
Si -4.13402 1.84413 -0.50394
C -5.30082 3.25962 -0.18009
C -4.48149 0.41462 0.63564
C -4.19440 1.29585 -2.27364
H -0.18691 4.77197 3.67933
H 0.28030 4.98560 1.98684
H 0.38104 3.38690 2.72857
H -2.76982 3.33529 4.41332
H -2.26444 1.88444 3.53168
H -3.82368 2.63156 3.17966
H -2.97818 6.00578 2.96365
H -3.96291 5.31624 1.66488
H -2.48563 6.19688 1.27602
H 1.11944 4.61257 -0.62219
H 1.26817 4.93150 -2.35886
H 1.28109 3.26581 -1.76238
H -1.38882 6.32991 -0.69458
H -2.86721 5.77789 -1.49407
H -1.54496 6.46097 -2.44973
H -1.19326 2.35474 -3.48749
H -0.90514 3.93803 -4.23717
H -2.52135 3.51659 -3.66703
H -5.32992 3.50682 0.88364
H -6.31385 2.98834 -0.49123
H -5.00588 4.15592 -0.73005
H -4.38496 0.70559 1.68447
H -3.78166 -0.40380 0.44324
H -5.49615 0.03741 0.47914
H -4.08696 2.13108 -2.96546
H -5.15415 0.80964 -2.47151
H -3.40009 0.57790 -2.49002
```

Values from the calculation:
2S+1: 1

---

Record 3
Computed, not measured: one molecule with the formula C3H5IN2S at a distorted geometry, with ωB97M-V/def2-TZVPD.

The geometry in XYZ format:
```
12
C3H5IN2S | the OMol25 dataset | ωB97M-V/def2-TZVPD
C -1.81393 1.11930 0.32450
C -0.49799 0.38102 0.17810
N 0.45515 0.76006 -0.60598
N 1.55001 -0.06688 -0.76255
I 3.14485 0.58151 0.33542
C 1.04420 -1.44091 -0.36334
S -0.24225 -1.22318 0.88975
H -1.78159 1.58713 1.28934
H -2.65455 0.37658 0.35317
H -1.73482 1.71900 -0.55822
H 0.72487 -1.92398 -1.31133
H 1.80607 -1.86964 0.23113
```

Values from the calculation:
2S+1: 1
Structure (SMILES): CC1=NN(I)CS1

---

Record 4
Computed, not measured: one molecule with the formula C4H6N2O, with ωB97M-V/def2-TZVPD.

The geometry in XYZ format:
```
13
C4H6N2O | the OMol25 dataset | ωB97M-V/def2-TZVPD
N -2.25797 -0.52611 -0.02284
C -0.92597 -0.06279 -0.05474
C -0.35038 1.14988 -0.30519
C 1.07440 0.98939 -0.18241
C 1.29266 -0.32798 0.11043
O 2.42263 -1.05916 0.31792
N 0.08791 -0.97011 0.19308
H -2.88439 0.18148 -0.38578
H -2.55305 -0.74203 0.92614
H -0.84819 2.06291 -0.60950
H 1.81588 1.77701 -0.23634
H 3.15948 -0.50072 0.04223
H -0.03300 -1.97177 0.20702
```

Values from the calculation:
2S+1: 1
Structure (SMILES): Nc1ccc(O)[nH]1

---

Record 5
Computed, not measured: one molecule with the formula C4H9N at a distorted geometry, with ωB97M-V/def2-TZVPD.

The geometry in XYZ format:
```
14
C4H9N | the OMol25 dataset | ωB97M-V/def2-TZVPD
C 2.38847 0.28890 -0.82999
C 1.22545 0.10973 0.19688
C 0.04886 -0.48967 0.02450
N -1.10969 -0.05877 0.74767
C -2.38242 0.03563 0.01055
H 2.02757 -0.10489 -1.87092
H 3.34482 -0.19283 -0.47260
H 2.49140 1.36121 -0.98250
H 1.50960 0.37932 1.22718
H -0.21686 -1.22438 -0.73375
H -1.00632 0.41236 1.61938
H -2.91232 0.97524 0.32785
H -2.96072 -0.86529 0.11226
H -2.00374 0.15510 -0.99605
```

Values from the calculation:
2S+1: 1
Structure (SMILES): C/C=C/NC

---

Record 6
Computed, not measured: a 2-piece molecular cluster, C5H12NS overall, with ωB97M-V/def2-TZVPD.

The geometry in XYZ format:
```
19
C5H12NS | the OMol25 dataset | ωB97M-V/def2-TZVPD
C -2.09025 2.61974 -0.88751
C -0.82024 3.01877 -0.14422
S 0.13356 1.55606 0.42670
H -2.65105 1.84192 -0.37092
H -1.81175 2.23911 -1.87305
H -2.73642 3.49870 -1.03199
H -1.06586 3.64844 0.71485
H -0.18884 3.60433 -0.81864
C -0.65129 -2.07974 0.12464
C 0.81700 -2.35374 0.07762
C 1.28509 -3.55186 -0.32991
N 1.58830 -1.28344 0.45196
H -0.86616 -1.15139 -0.41114
H -0.90878 -1.86405 1.16698
H -1.24646 -2.92660 -0.20775
H 2.34195 -3.78050 -0.22869
H 0.61878 -4.31153 -0.70669
H 1.18188 -0.34251 0.43933
H 2.55974 -1.33339 0.21630
```

Values from the calculation:
2S+1: 1
Total charge: -1

---

no.,gap between HOMO and LUMO (eV),HOMO (Ha)
1,7.6,-0.30750
2,7.2,-0.26145
3,8.4,-0.31368
4,8.1,-0.26511
5,8.7,-0.27150
6,6.7,-0.10120